--- P ---
{
  "formula": "C5H5NO",
  "method": "ωB97M-V with the def2-TZVPD basis set",
  "homo_ev": -10.05,
  "total_charge": 0,
  "orbital_gap_ev": 10.954,
  "symbols": ["N", "C", "C", "O", "C", "C", "C", "H", "H", "H", "H", "H"],
  "xyz": [[-2.25, -0.89, -1.29], [-1.28, -0.27, -1.37], [-0.04, 0.49, -1.10], [-0.34, 1.49, -0.10], [0.42, 0.75, 0.86], [-0.04, -0.67, 1.01], [0.88, -0.28, -0.13], [0.37, 0.95, -2.00], [0.95, 1.31, 1.62], [0.39, -1.23, 1.84], [-1.04, -0.98, 0.74], [1.86, -0.70, -0.31]]
}

--- Q ---
{
  "formula": "C5H5NO",
  "method": "ωB97M-V with the def2-TZVPD basis set",
  "homo_ev": -9.48,
  "total_charge": 0,
  "smiles": "C#C/C(C=C)=N/O",
  "orbital_gap_ev": 9.644,
  "symbols": ["C", "C", "C", "C", "C", "N", "O", "H", "H", "H", "H", "H"],
  "xyz": [[-2.73, -0.19, -1.22], [-1.83, 0.08, -0.48], [-0.56, 0.39, 0.11], [0.51, -0.72, -0.17], [1.86, -0.83, -0.09], [-0.40, 1.45, 0.81], [0.93, 1.48, 1.37], [-3.71, -0.55, -1.64], [0.00, -1.68, -0.20], [2.52, -0.01, 0.27], [2.27, -1.78, -0.35], [1.13, 2.37, 1.57]]
}

The least stable of them is Q.

--- P ---
{
  "formula": "C3H4NP",
  "method": "ωB97M-V with the def2-TZVPD basis set",
  "homo_ev": [-8.83, -8.83],
  "total_charge": 0,
  "orbital_gap_ev": [8.305, 8.304],
  "symbols": ["C", "C", "C", "N", "P", "H", "H", "H", "H"],
  "xyz": [[0.51, 1.25, -0.29], [1.59, 0.31, -0.42], [-1.13, -0.19, 0.11], [-0.76, 1.06, 0.04], [0.53, -1.18, -0.15], [1.03, 2.27, -0.29], [-0.54, -1.72, -0.91], [-2.00, -0.47, 0.65], [0.77, -1.35, 1.25]]
}

--- Q ---
{
  "formula": "C3H4NP",
  "method": "ωB97M-V with the def2-TZVPD basis set",
  "homo_ev": [-8.31, -8.31],
  "total_charge": 0,
  "smiles": "C=CN1C=P1",
  "orbital_gap_ev": [7.675, 7.674],
  "symbols": ["C", "C", "N", "C", "P", "H", "H", "H", "H"],
  "xyz": [[1.08, 0.69, -0.44], [0.23, 0.72, 0.57], [-0.79, -0.17, 0.83], [-1.23, -1.01, -0.14], [-0.54, -2.31, 0.63], [1.77, 1.47, -0.72], [1.14, -0.24, -1.04], [0.18, 1.58, 1.26], [-1.84, -0.73, -0.94]]
}

--- R ---
{
  "formula": "C3H4NP",
  "method": "ωB97M-V with the def2-TZVPD basis set",
  "homo_ev": [-8.51, -8.80],
  "total_charge": 0,
  "orbital_gap_ev": [7.976, 8.969],
  "symbols": ["C", "C", "C", "N", "P", "H", "H", "H", "H"],
  "xyz": [[1.46, 0.41, -0.48], [1.04, -0.13, 0.62], [-1.44, -0.23, -0.74], [-0.95, 0.43, -1.64], [-0.62, -0.83, 0.88], [2.38, 0.82, -0.97], [1.82, -0.19, 1.37], [-2.52, -0.60, -0.63], [-1.17, 0.33, 1.60]]
}

The least stable of them is P.

--- P ---
{
  "formula": "C6H7NO",
  "method": "ωB97M-V with the def2-TZVPD basis set",
  "homo_ev": -8.66,
  "total_charge": 0,
  "orbital_gap_ev": 9.081,
  "symbols": ["C", "C", "C", "C", "C", "C", "H", "H", "H", "H", "H", "H", "H", "N", "O"],
  "xyz": [[-1.92, 1.10, 0.00], [-0.83, 0.51, 0.09], [0.57, 1.06, 0.06], [1.85, 0.30, -0.41], [1.49, -1.14, -0.04], [-0.89, -0.96, 0.00], [-2.75, 0.53, 0.11], [-2.35, 2.16, -0.03], [0.53, 2.32, -0.39], [0.98, 1.24, 1.15], [2.90, 0.86, -0.32], [2.20, -1.93, -0.20], [0.08, -2.79, -0.06], [0.14, -1.71, 0.41], [-1.99, -1.54, -0.36]]
}

--- Q ---
{
  "formula": "C6H7NO",
  "method": "ωB97M-V with the def2-TZVPD basis set",
  "homo_ev": -9.71,
  "total_charge": 0,
  "orbital_gap_ev": 10.514,
  "symbols": ["C", "C", "C", "C", "C", "C", "H", "H", "H", "H", "H", "H", "H", "N", "O"],
  "xyz": [[0.22, 1.06, -0.65], [0.70, -0.43, -0.81], [-0.76, -0.68, -1.03], [-1.11, 0.47, -0.17], [-0.35, 0.11, 1.15], [0.90, -0.56, 0.71], [1.54, -0.70, -1.63], [-1.09, -1.59, -0.45], [-1.22, -0.94, -2.19], [-2.00, 1.08, 0.29], [-0.88, -0.49, 1.89], [1.07, 1.29, 0.89], [1.45, -1.46, 1.31], [0.91, 0.59, 1.50], [0.64, 2.24, -0.82]]
}

--- R ---
{
  "formula": "C6H7NO",
  "method": "ωB97M-V with the def2-TZVPD basis set",
  "homo_ev": [-7.21, -7.81],
  "total_charge": 0,
  "orbital_gap_ev": [6.946, 8.017],
  "symbols": ["C", "C", "C", "C", "C", "C", "N", "O", "H", "H", "H", "H", "H", "H", "H"],
  "xyz": [[-0.48, 1.93, 0.04], [1.02, 1.49, 0.46], [1.17, -0.06, 0.42], [-1.30, -1.29, -0.46], [-2.13, 0.01, -0.81], [-0.25, -0.38, 0.10], [-1.11, 0.69, -0.04], [-0.86, 3.01, -0.35], [1.69, 1.70, -0.31], [1.18, 1.97, 1.41], [2.02, -0.51, -0.22], [1.51, -0.49, 1.38], [-1.78, -2.02, 0.12], [-0.97, -1.89, -1.34], [-3.15, 0.08, -0.36]]
}

--- S ---
{
  "formula": "C6H7NO",
  "method": "ωB97M-V with the def2-TZVPD basis set",
  "homo_ev": [-8.30, -7.53],
  "total_charge": 0,
  "orbital_gap_ev": [8.511, 7.554],
  "symbols": ["C", "C", "C", "C", "C", "C", "N", "O", "H", "H", "H", "H", "H", "H", "H"],
  "xyz": [[2.24, 0.81, 0.12], [1.77, -0.41, 0.62], [-0.53, -1.09, -0.60], [1.06, 1.08, -0.51], [-1.00, -0.51, 0.73], [0.41, -0.15, 0.04], [-2.61, 0.69, -0.34], [-2.09, 0.20, 0.80], [3.22, 1.35, -0.01], [2.44, -1.12, 1.18], [-0.47, -2.14, -0.67], [-1.09, -0.59, -1.35], [0.85, 1.64, -1.49], [-1.05, -1.26, 1.48], [-3.14, 1.49, 0.00]]
}

The least stable of them is S.

--- P ---
{
  "formula": "C3H4N4O",
  "method": "ωB97M-V with the def2-TZVPD basis set",
  "homo_ev": -8.81,
  "total_charge": 0,
  "orbital_gap_ev": 7.900,
  "symbols": ["C", "C", "C", "H", "H", "H", "H", "N", "N", "N", "N", "O"],
  "xyz": [[-1.90, 0.30, 0.08], [-0.54, 0.16, 0.32], [1.45, -0.27, -0.18], [-2.29, -1.56, 0.07], [-2.29, 1.20, 0.64], [0.30, -1.42, 1.26], [2.81, -1.65, -0.06], [0.21, -0.91, 0.17], [2.71, -0.69, -0.10], [1.39, 1.19, -0.25], [0.12, 1.32, 0.15], [-2.96, -0.52, -0.38]]
}

--- Q ---
{
  "formula": "C3H4N4O",
  "method": "ωB97M-V with the def2-TZVPD basis set",
  "homo_ev": -9.95,
  "total_charge": 0,
  "smiles": "[H]/N=C1/N=CN=CON1",
  "orbital_gap_ev": 9.975,
  "symbols": ["H", "N", "C", "N", "C", "N", "C", "O", "N", "H", "H", "H"],
  "xyz": [[0.71, 1.33, 2.41], [0.41, 0.37, 2.28], [-0.14, 0.15, 1.17], [-0.60, -1.15, 0.83], [-0.24, -1.66, -0.27], [0.52, -1.09, -1.33], [0.27, 0.09, -1.66], [-0.65, 0.91, -1.09], [-0.56, 1.17, 0.27], [-0.47, -2.70, -0.46], [0.78, 0.53, -2.53], [-0.03, 2.04, 0.38]]
}

--- R ---
{
  "formula": "C3H4N4O",
  "method": "ωB97M-V with the def2-TZVPD basis set",
  "homo_ev": -8.78,
  "total_charge": 0,
  "smiles": "N/N=C\\c1conn1",
  "orbital_gap_ev": 9.181,
  "symbols": ["N", "N", "C", "C", "C", "O", "N", "N", "H", "H", "H", "H"],
  "xyz": [[0.10, -0.22, 2.64], [0.38, -1.46, 1.85], [0.28, -1.27, 0.61], [-0.25, -0.28, -0.34], [0.40, -0.30, -1.55], [0.23, 0.84, -2.12], [-0.53, 1.69, -1.29], [-0.83, 1.04, -0.21], [0.03, -0.23, 3.58], [-0.36, 0.46, 2.14], [0.98, -2.13, 0.13], [1.10, -1.01, -2.19]]
}

--- S ---
{
  "formula": "C3H4N4O",
  "method": "ωB97M-V with the def2-TZVPD basis set",
  "homo_ev": -8.63,
  "total_charge": 0,
  "orbital_gap_ev": 7.943,
  "symbols": ["C", "C", "C", "H", "H", "H", "H", "N", "N", "N", "N", "O"],
  "xyz": [[-0.45, -0.28, -0.40], [0.28, -0.71, 0.69], [1.17, 0.07, 1.41], [-2.28, -2.25, -0.11], [-1.56, -2.47, -2.51], [0.17, -1.91, 0.87], [1.96, -0.40, 2.17], [-1.33, -2.13, -1.17], [-1.07, -0.79, -1.32], [0.48, 1.85, 0.17], [-0.15, 1.10, -0.63], [1.28, 1.54, 1.26]]
}

The least stable of them is S.

--- P ---
{
  "formula": "C3H4N4O",
  "method": "ωB97M-V with the def2-TZVPD basis set",
  "homo_ev": -9.69,
  "total_charge": 0,
  "orbital_gap_ev": 10.322,
  "symbols": ["C", "C", "C", "H", "H", "H", "H", "N", "N", "N", "N", "O"],
  "xyz": [[1.03, 1.69, -0.07], [0.06, 1.58, -0.89], [-0.14, -0.75, -0.17], [1.32, 0.54, 0.39], [1.63, 2.66, 0.71], [-0.46, 2.50, -1.53], [-1.55, -1.78, -0.94], [0.57, -0.76, 1.03], [0.07, -1.91, 1.65], [-1.05, -2.39, 1.01], [-1.00, -1.68, -0.17], [-0.48, 0.30, -1.03]]
}

--- Q ---
{
  "formula": "C3H4N4O",
  "method": "ωB97M-V with the def2-TZVPD basis set",
  "homo_ev": -9.43,
  "total_charge": 0,
  "smiles": "[H]/N=C\\n1cn[nH]c1=O",
  "orbital_gap_ev": 10.016,
  "symbols": ["H", "N", "C", "N", "C", "N", "N", "C", "O", "H", "H", "H"],
  "xyz": [[1.53, 0.80, 2.04], [2.17, 0.71, 1.06], [1.64, 0.33, -0.03], [0.32, -0.14, -0.32], [-0.42, -0.03, -1.49], [-1.64, -0.38, -1.34], [-1.94, -0.33, 0.05], [-0.70, -0.26, 0.79], [-0.56, -0.43, 2.02], [2.12, 0.33, -0.91], [0.31, 0.36, -2.31], [-2.83, -0.96, 0.45]]
}

--- R ---
{
  "formula": "C3H4N4O",
  "method": "ωB97M-V with the def2-TZVPD basis set",
  "homo_ev": -8.45,
  "total_charge": 0,
  "smiles": "N/N=C\\c1conn1",
  "orbital_gap_ev": 8.301,
  "symbols": ["N", "N", "C", "C", "C", "O", "N", "N", "H", "H", "H", "H"],
  "xyz": [[-2.19, -0.99, 0.07], [-2.11, 0.40, -0.19], [-0.81, 0.81, -0.10], [0.55, 0.13, 0.01], [1.71, 0.93, 0.20], [2.69, 0.06, -0.06], [2.17, -1.28, -0.12], [0.99, -1.11, -0.07], [-2.99, -1.50, 0.32], [-1.04, -1.32, 0.14], [-0.59, 1.91, -0.13], [1.62, 1.95, -0.07]]
}

The least stable of them is P.

--- P ---
{
  "formula": "C3H5NO",
  "method": "ωB97M-V with the def2-TZVPD basis set",
  "homo_ev": -9.31,
  "total_charge": 0,
  "smiles": "N=C=CCO",
  "orbital_gap_ev": 10.026,
  "symbols": ["N", "C", "C", "C", "O", "H", "H", "H", "H", "H"],
  "xyz": [[-1.27, -1.90, 0.94], [-1.20, -0.97, 0.14], [-0.70, -0.07, -0.68], [0.25, 0.93, -0.09], [1.50, 0.29, 0.11], [-0.23, -1.98, 0.75], [-0.68, -0.33, -1.73], [-0.14, 1.31, 0.87], [0.35, 1.78, -0.78], [2.12, 0.94, 0.47]]
}

--- Q ---
{
  "formula": "C3H5NO",
  "method": "ωB97M-V with the def2-TZVPD basis set",
  "homo_ev": -9.40,
  "total_charge": 0,
  "orbital_gap_ev": 8.484,
  "symbols": ["O", "C", "C", "C", "N", "H", "H", "H", "H", "H"],
  "xyz": [[1.48, -0.29, 1.26], [2.30, -0.16, 0.33], [1.68, 0.57, -0.67], [-2.31, 0.14, -0.13], [-1.09, -0.14, -0.27], [3.36, -0.43, 0.41], [0.97, 0.12, -1.36], [-2.89, 0.41, -1.02], [-2.86, 0.14, 0.82], [-0.64, -0.36, 0.63]]
}

The least stable of them is Q.